61
Properties=species:S:1:pos:R:3:nbo_charge:R:1 method="wB97M-V/def2-TZVPD" energy_ha=-1544.9225 lumo_ev=-2.17 e_above_lowest_kj_mol=2141.70 total_charge=+1 gap_ev=8.754 homo_ev=-10.92
C 3.611 0.108 1.528 -0.606
C 2.909 0.074 2.729 -0.436
H 2.488 -1.018 2.841 0.229
H 3.666 0.260 3.623 0.221
C 1.994 1.200 2.913 -0.055
C 1.018 1.113 1.761 0.395
N 1.069 2.043 0.902 -0.269
N 0.418 1.545 -0.274 -0.449
C -0.278 0.445 0.110 0.311
N 0.078 0.175 1.295 -0.407
C -0.418 -1.235 2.079 -0.162
H -1.348 -1.269 2.000 0.178
H 0.047 -0.684 3.106 0.320
C 0.257 -2.381 1.538 -0.251
N -0.098 -2.733 0.253 -0.524
C 0.669 -3.350 -0.456 -0.192
C 0.095 -3.501 -1.897 -0.030
O -1.066 -4.448 -1.711 -0.531
C -1.971 -3.978 -1.089 0.010
H -2.903 -4.652 -0.799 0.180
C -1.288 -3.617 0.444 -0.326
H -2.277 -3.184 1.171 0.193
H -1.191 -4.631 0.924 0.209
H -2.503 -3.013 -1.295 0.126
H 0.982 -4.404 -2.704 0.198
H -0.202 -2.715 -2.487 0.177
H 1.661 -2.537 -0.676 0.177
H 1.086 -4.465 -0.221 0.180
H 1.319 -2.096 1.569 0.203
H 0.137 -3.033 2.339 0.219
S -1.619 -0.340 -0.864 0.296
C -1.239 0.505 -2.477 -0.505
H -2.057 -0.117 -3.129 0.260
H -0.274 0.433 -2.700 0.207
C -1.718 2.038 -2.570 -0.240
N -0.712 2.708 -2.388 -0.664
H -0.814 3.755 -2.102 0.405
C 0.082 3.107 -3.322 -0.240
C -0.210 3.940 -4.522 -0.083
O -1.278 3.157 -5.153 -0.732
H -1.555 3.918 -6.048 0.493
H -0.793 4.840 -3.914 0.137
H 0.667 4.255 -5.074 0.224
H 0.613 2.227 -3.749 0.200
H 1.313 3.425 -2.940 0.218
H -2.089 2.259 -3.776 0.254
H -2.603 2.362 -1.980 0.243
H 0.038 2.408 -1.181 0.463
N 0.961 0.728 3.977 -0.458
C 1.554 0.525 5.448 -0.364
H 0.851 0.494 6.058 0.183
H 2.178 -0.344 5.258 0.204
H 2.273 1.445 5.364 0.177
C -0.139 2.035 4.176 -0.407
H 0.315 2.991 4.388 0.201
H -1.003 1.637 4.968 0.220
H -0.505 2.086 3.255 0.175
H 2.246 2.033 3.084 0.186
H 4.526 -0.639 1.549 0.242
H 2.783 -0.146 0.684 0.189
H 4.111 1.165 1.270 0.226


80
Properties=species:S:1:pos:R:3:mulliken_charge:R:1 method="wB97M-V/def2-TZVPD" energy_ha=-4369.5989 lumo_ev=-0.11 gap_ev=8.851 homo_ev=-8.96
O 17.919 20.696 -7.233 -0.495
S 17.240 20.873 -8.462 1.094
O 16.753 22.150 -8.806 -0.526
O 18.065 20.266 -9.649 -0.360
C 17.756 18.883 -9.903 -0.381
C 16.463 18.612 -9.114 -0.372
O 16.021 19.829 -8.563 -0.153
H 17.676 18.754 -10.976 0.271
H 18.579 18.302 -9.490 0.278
H 16.635 17.873 -8.325 0.257
H 15.736 18.118 -9.761 0.342
O 16.490 18.439 -3.883 -0.576
S 15.147 18.855 -4.008 1.194
O 14.584 19.749 -3.064 -0.591
O 14.927 19.360 -5.506 -0.004
C 13.704 18.823 -6.031 -0.152
C 13.639 17.440 -5.431 -0.446
O 14.130 17.628 -4.092 -0.381
H 12.910 19.497 -5.703 0.080
H 13.755 18.810 -7.117 0.266
H 14.321 16.744 -5.921 0.313
H 12.622 17.065 -5.371 0.308
O 13.859 25.600 -3.825 -0.609
S 13.943 24.975 -5.076 1.203
O 13.329 25.566 -6.207 -0.596
O 15.421 24.574 -5.393 -0.165
C 15.440 23.344 -6.145 -0.641
C 14.436 22.550 -5.366 1.040
O 13.378 23.453 -5.036 -0.349
H 15.179 23.605 -7.174 0.248
H 16.449 22.953 -6.245 0.321
H 14.832 22.219 -4.401 0.230
H 14.143 21.641 -5.887 -0.819
O 18.315 24.101 -4.143 -0.515
S 17.854 23.222 -3.137 1.215
O 16.792 23.544 -2.280 -0.575
O 17.596 21.785 -3.780 -0.152
C 18.815 21.011 -3.809 -0.118
C 19.780 21.679 -2.824 -0.352
O 19.077 22.763 -2.229 -0.383
H 18.510 20.012 -3.506 0.219
H 19.158 20.969 -4.842 0.177
H 20.713 22.034 -3.261 0.271
H 20.047 20.972 -2.039 0.274
O 11.198 21.774 -9.745 -0.626
S 11.967 21.605 -8.570 0.950
O 13.325 21.219 -8.612 -0.237
O 11.857 22.919 -7.684 -0.193
C 10.632 22.950 -6.994 -0.162
C 10.337 21.469 -6.664 -0.371
O 11.160 20.696 -7.539 -0.334
H 10.721 23.533 -6.082 0.096
H 9.818 23.391 -7.572 0.326
H 9.285 21.214 -6.777 0.314
H 10.586 21.231 -5.629 0.291
C 16.944 25.840 -8.498 -0.832
N 16.624 27.177 -8.039 -0.158
C 17.149 27.719 -6.897 0.792
C 16.572 29.053 -6.503 -1.133
O 18.048 27.200 -6.271 -0.601
H 17.782 25.466 -7.913 0.299
H 17.313 25.880 -9.526 0.412
H 16.071 25.193 -8.453 0.140
H 16.222 27.822 -8.696 0.245
H 15.907 29.009 -5.644 0.214
H 16.079 29.606 -7.307 0.362
H 17.395 29.718 -6.228 0.327
C 8.860 27.826 -3.217 -0.561
C 9.492 26.625 -3.942 -0.583
C 10.842 27.189 -4.415 0.370
O 11.203 28.067 -3.365 -0.388
C 10.027 28.778 -2.923 -0.417
H 8.259 27.621 -2.335 0.341
H 8.182 28.314 -3.926 0.226
H 8.850 26.269 -4.746 0.349
H 9.645 25.840 -3.200 0.282
H 10.726 27.696 -5.379 0.253
H 11.612 26.423 -4.400 -0.385
H 10.007 29.718 -3.480 0.257
H 10.234 28.957 -1.870 0.246


71
Properties=species:S:1:pos:R:3:mulliken_charge:R:1 method="wB97M-V/def2-TZVPD" energy_ha=-2742.8812 lumo_ev=-2.36 e_above_lowest_kj_mol=1099.71 gap_ev=2.799 homo_ev=-5.16
C 0.205 4.422 -2.950 -0.446
C 1.027 3.972 -4.331 -0.317
O 1.868 2.769 -4.135 -0.406
C 0.991 1.599 -4.474 -0.230
C 1.623 0.227 -3.789 -0.880
C 1.338 0.134 -2.148 -1.158
N 2.419 -0.599 -1.385 0.851
B 2.893 0.347 -0.307 0.277
O 4.147 1.120 -0.623 -0.697
N 2.266 0.634 1.036 0.052
C 2.019 2.152 1.031 -0.808
C 3.203 0.403 2.201 -0.761
C 2.056 -1.969 -0.930 -0.677
I 1.891 -3.278 -2.748 0.174
C 3.261 -2.801 -0.132 0.346
O 4.584 -2.550 -0.272 -0.536
N 2.985 -4.050 0.733 -0.139
C 3.437 -3.854 2.158 0.502
O 3.772 -2.711 2.755 -0.390
F 3.463 -5.093 3.022 -0.242
C 0.580 -2.107 -0.195 0.118
F 0.687 -2.235 1.309 -0.464
N -0.357 -0.952 -0.405 0.229
P -2.095 -1.324 -0.018 0.298
C -2.308 -3.066 0.720 -0.968
C -2.601 -0.146 1.450 -0.866
C -0.199 -0.205 -1.728 0.589
Cl -1.049 1.456 -1.367 -0.160
B -1.161 -0.876 -2.870 0.996
N -1.962 0.083 -3.786 -0.686
O -1.419 -2.309 -3.108 -0.654
H 0.722 4.053 -1.967 0.026
H -0.828 3.828 -3.017 0.070
H -0.051 5.564 -2.977 0.354
H 0.218 3.773 -5.186 0.248
H 1.659 4.915 -4.663 0.332
H -0.070 1.886 -4.077 0.232
H 0.970 1.475 -5.661 0.204
H 1.400 -0.752 -4.376 0.247
H 2.806 0.378 -3.863 0.294
H 1.495 1.280 -1.830 0.253
H 4.698 0.602 -1.288 0.316
H 1.371 2.426 1.971 0.364
H 3.037 2.768 1.084 0.398
H 1.499 2.502 0.020 -0.006
H 4.216 -0.148 1.897 0.217
H 2.641 -0.364 2.923 0.257
H 3.383 1.366 2.844 0.365
H 3.631 -4.773 0.299 0.418
H 0.158 -3.162 -0.548 0.363
H -0.109 -0.230 0.338 0.227
H -1.806 -3.221 1.771 0.314
H -1.845 -3.860 -0.037 0.303
H -3.473 -3.298 0.728 0.401
H -3.713 0.207 1.360 0.414
H -1.896 0.800 1.371 0.270
H -2.350 -0.631 2.508 0.300
H -1.974 -0.416 -4.710 0.200
H -2.935 0.052 -3.382 0.281
H -2.405 -2.451 -2.931 0.313
C -3.442 0.870 5.978 -1.324
C -4.272 1.038 4.694 0.343
C -5.364 -0.043 4.652 -1.347
O -3.469 0.844 3.663 -0.716
H -2.956 -0.113 6.039 0.293
H -2.660 1.637 6.053 0.300
H -4.083 0.971 6.861 0.385
H -4.801 1.995 4.802 0.154
H -4.950 -1.060 4.664 0.278
H -5.991 0.053 3.756 0.295
H -6.025 0.048 5.522 0.415


56
Properties=species:S:1:pos:R:3:nbo_charge:R:1 method="wB97M-V/def2-TZVPD" energy_ha=-854.0845 lumo_ev=0.88 e_above_lowest_kj_mol=28.77 gap_ev=8.856 homo_ev=-7.97
C -5.630 -0.354 1.455 -0.603
C -4.643 0.775 1.182 -0.389
C -3.513 0.380 0.220 -0.214
C -4.043 0.241 -1.212 -0.393
C -3.050 -0.413 -2.166 -0.608
C -2.384 1.422 0.290 -0.209
N -1.097 0.900 -0.144 -0.461
C -0.203 1.941 -0.618 -0.238
C 1.070 1.294 -1.173 -0.217
N 1.764 0.457 -0.215 -0.471
C 2.584 1.172 0.749 -0.210
C 3.830 0.376 1.158 -0.398
C 4.917 0.314 0.080 -0.211
C 6.235 -0.158 0.693 -0.598
C 4.516 -0.606 -1.068 -0.613
C 0.851 -0.508 0.388 -0.029
C 0.543 -1.622 -0.622 -0.449
C -0.010 -2.898 0.014 -0.055
O -1.326 -2.769 0.498 -0.723
C -0.430 0.158 0.912 -0.253
H -6.170 -0.640 0.556 0.200
H -5.109 -1.229 1.835 0.204
H -6.361 -0.040 2.198 0.210
H -5.175 1.640 0.778 0.195
H -4.202 1.076 2.136 0.198
H -3.117 -0.586 0.546 0.194
H -4.959 -0.353 -1.203 0.199
H -4.302 1.234 -1.587 0.192
H -2.915 -1.464 -1.913 0.181
H -3.418 -0.360 -3.188 0.207
H -2.089 0.088 -2.108 0.226
H -2.309 1.816 1.320 0.170
H -2.645 2.263 -0.358 0.195
H 0.061 2.650 0.190 0.161
H -0.700 2.502 -1.415 0.201
H 0.797 0.667 -2.026 0.196
H 1.754 2.067 -1.530 0.202
H 2.021 1.427 1.661 0.172
H 2.909 2.111 0.295 0.195
H 3.542 -0.640 1.432 0.196
H 4.247 0.855 2.047 0.202
H 5.066 1.325 -0.318 0.186
H 6.116 -1.149 1.127 0.199
H 6.566 0.521 1.476 0.203
H 7.012 -0.209 -0.066 0.206
H 5.272 -0.591 -1.850 0.200
H 3.565 -0.290 -1.485 0.232
H 4.413 -1.628 -0.710 0.194
H 1.369 -0.960 1.240 0.202
H -0.177 -1.255 -1.355 0.211
H 1.471 -1.869 -1.140 0.224
H 0.032 -3.710 -0.728 0.161
H 0.591 -3.193 0.877 0.173
H -1.867 -2.394 -0.209 0.464
H -0.172 0.829 1.755 0.161
H -1.098 -0.612 1.297 0.231


60
Properties=species:S:1:pos:R:3:nbo_charge:R:1 method="wB97M-V/def2-TZVPD" energy_ha=-1159.9592 lumo_ev=-2.76 total_charge=+1 gap_ev=6.628 homo_ev=-9.39
Na -0.604 -0.426 -1.185 0.875
N -2.084 -0.801 0.597 -0.887
C -3.184 -0.265 -0.223 -0.252
C -3.088 1.250 -0.320 -0.226
N -1.916 1.738 -1.065 -0.483
C -1.540 3.070 -0.568 -0.240
C -0.515 2.935 0.549 -0.225
N 0.801 2.496 0.074 -0.879
C -2.150 1.708 -2.514 -0.239
C -0.910 2.033 -3.344 -0.232
N 0.260 1.238 -2.944 -0.890
H -1.927 -1.785 0.387 0.394
H -2.317 -0.727 1.579 0.362
H -4.173 -0.533 0.164 0.198
H -3.118 -0.722 -1.213 0.207
H -3.018 1.644 0.697 0.198
H -4.013 1.663 -0.748 0.190
H -2.428 3.625 -0.240 0.192
H -1.096 3.655 -1.373 0.201
H -0.889 2.211 1.283 0.176
H -0.402 3.882 1.082 0.201
H 1.341 3.308 -0.207 0.362
H 0.680 1.946 -0.779 0.383
H -2.963 2.393 -2.803 0.191
H -2.502 0.706 -2.777 0.204
H -0.648 3.086 -3.242 0.191
H -1.175 1.888 -4.398 0.198
H 1.098 1.623 -3.363 0.376
H 0.189 0.289 -3.305 0.388
C -0.800 -3.121 -1.237 -0.380
C -1.420 -2.592 -2.386 -0.375
C -0.426 -1.963 -3.168 -0.416
C 0.808 -2.090 -2.493 -0.382
C 0.573 -2.803 -1.299 -0.392
H -1.275 -3.757 -0.500 0.206
H -2.453 -2.731 -2.672 0.217
H -0.573 -1.568 -4.165 0.214
H 1.774 -1.780 -2.869 0.209
H 1.341 -3.178 -0.634 0.186
C 3.552 -0.591 1.842 -0.243
C 2.355 -0.523 0.867 -0.276
N 1.102 -0.660 1.595 -0.396
C 0.995 -1.984 2.183 -0.259
C 2.230 -2.284 3.061 -0.244
N 2.995 -0.991 3.186 -0.334
C 2.094 0.098 3.713 -0.244
C 1.024 0.359 2.627 -0.270
H 4.044 0.368 1.995 0.224
H 4.296 -1.340 1.578 0.229
H 2.411 -1.313 0.119 0.243
H 2.353 0.440 0.360 0.250
H 0.905 -2.724 1.391 0.252
H 0.086 -2.023 2.784 0.216
H 2.918 -3.001 2.614 0.227
H 1.987 -2.603 4.073 0.228
H 3.766 -1.125 3.836 0.439
H 2.733 0.957 3.914 0.229
H 1.689 -0.274 4.654 0.223
H 1.175 1.327 2.151 0.261
H 0.032 0.341 3.080 0.220


59
Properties=species:S:1:pos:R:3:nbo_charge:R:1 method="wB97M-V/def2-TZVPD" energy_ha=-1624.5182 lumo_ev="0.63 / -1.69" multiplicity=5 gap_ev="5.883 / 6.604" s_squared=6.0701 homo_ev="-5.25 / -8.29"
Pt -0.298 -0.150 -0.513 0.478
Si 0.082 -2.030 -1.655 0.556
P 0.458 1.228 -2.198 0.990
N -1.882 0.844 0.066 -0.540
H 3.942 1.594 0.350 0.213
C 0.786 3.005 -1.883 -0.962
H 1.019 3.569 -2.805 0.217
H 1.636 3.133 -1.200 0.233
H -0.085 3.486 -1.420 0.244
C 1.970 0.786 -3.137 -0.957
H 2.140 1.478 -3.979 0.224
H 1.905 -0.228 -3.544 0.245
H 2.845 0.832 -2.477 0.242
C -0.817 1.347 -3.495 -0.967
H -0.490 1.955 -4.355 0.221
H -1.721 1.808 -3.077 0.248
H -1.082 0.346 -3.854 0.253
C 1.808 -2.747 -1.708 -1.105
H 2.145 -2.932 -0.677 0.230
H 2.513 -2.070 -2.210 0.224
H 1.770 -3.707 -2.256 0.230
H -0.756 -3.043 -0.943 -0.196
H -0.404 -1.935 -3.065 -0.208
C -3.117 0.601 -0.318 0.037
C -5.454 1.203 -0.027 -0.254
C -4.140 1.458 0.222 -0.143
C -3.515 -0.456 -1.204 -0.213
C -4.843 -0.704 -1.442 -0.213
C -5.835 0.120 -0.853 -0.199
H -6.231 1.835 0.414 0.212
H -3.794 2.296 0.849 0.210
H -2.707 -1.062 -1.638 0.229
H -5.121 -1.531 -2.078 0.214
H -6.866 -0.101 -1.048 0.208
C 3.490 0.696 0.811 0.007
O 2.416 -0.007 0.248 -0.318
C 3.095 0.991 2.239 -0.634
H 3.878 1.541 2.791 0.203
H 2.800 0.185 2.880 0.216
H 2.245 1.658 2.180 0.218
C 4.901 0.031 0.454 -0.593
H 5.696 0.786 0.307 0.212
H 4.734 -0.564 -0.442 0.235
H 5.189 -0.654 1.251 0.214
C 1.169 -2.161 3.147 -0.650
C -0.028 -2.014 2.220 -0.061
O -0.218 -0.674 1.766 -0.591
C -0.478 0.295 2.795 -0.065
C -1.790 -0.009 3.493 -0.649
H 2.100 -1.837 2.656 0.217
H 1.268 -3.232 3.371 0.220
H 1.042 -1.653 4.122 0.205
H 0.084 -2.641 1.317 0.211
H -0.955 -2.290 2.739 0.173
H 0.364 0.246 3.499 0.168
H -0.495 1.284 2.298 0.214
H -1.739 -0.939 4.092 0.203
H -2.022 0.819 4.174 0.216
H -2.606 -0.083 2.751 0.230


62
Properties=species:S:1:pos:R:3:nbo_charge:R:1 method="wB97M-V/def2-TZVPD" energy_ha=-1878.7742 lumo_ev=-0.18 gap_ev=10.287 homo_ev=-10.47
C 3.877 -1.197 -0.830 -0.371
C 4.158 0.080 -0.847 -0.226
C 4.142 0.953 0.355 -0.135
P 5.614 0.463 1.379 2.307
O 5.800 1.251 2.583 -1.078
O 6.856 0.674 0.396 -0.969
O 5.501 -1.104 1.749 -0.982
O 4.448 2.322 0.114 -0.496
C 3.805 3.064 1.086 0.976
O 3.775 4.252 1.141 -0.514
O 3.172 2.191 1.944 -0.468
C 2.826 1.136 1.072 -0.254
P 1.852 -0.262 1.751 1.498
O 0.763 0.319 2.561 -1.090
H 3.690 -1.689 -1.759 0.218
H 3.803 -1.803 0.055 0.204
H 4.405 0.541 -1.782 0.239
H 7.636 0.243 0.751 0.507
H 6.377 -1.390 2.015 0.504
H 2.183 1.609 0.327 0.226
H 2.612 -1.096 2.596 -0.047
H 1.258 -0.969 0.686 -0.049
C -1.863 -2.293 2.602 -0.611
C -1.775 -3.645 1.899 -0.400
C -1.085 -3.569 0.539 -0.391
C -1.789 -2.685 -0.493 -0.401
C -3.234 -3.074 -0.797 -0.399
C -3.372 -4.468 -1.402 -0.609
H -2.455 -1.579 2.030 0.200
H -2.332 -2.400 3.580 0.211
H -0.869 -1.869 2.750 0.212
H -2.777 -4.072 1.796 0.194
H -1.214 -4.337 2.533 0.200
H -0.974 -4.581 0.140 0.200
H -0.066 -3.190 0.680 0.184
H -1.212 -2.710 -1.424 0.196
H -1.768 -1.645 -0.156 0.204
H -3.644 -2.344 -1.500 0.203
H -3.844 -3.001 0.107 0.197
H -2.802 -4.547 -2.330 0.200
H -4.417 -4.683 -1.633 0.211
H -3.022 -5.242 -0.718 0.200
C -2.015 1.369 0.682 -0.619
C -1.749 1.363 -0.822 -0.399
C -1.041 2.624 -1.317 -0.393
C -1.823 3.922 -1.117 -0.398
C -3.202 3.949 -1.775 -0.398
C -3.152 3.816 -3.294 -0.610
H -2.676 2.188 0.969 0.201
H -2.492 0.437 0.987 0.204
H -1.082 1.462 1.240 0.227
H -2.688 1.217 -1.364 0.194
H -1.122 0.499 -1.065 0.191
H -0.799 2.502 -2.377 0.197
H -0.080 2.718 -0.798 0.191
H -1.226 4.751 -1.511 0.201
H -1.937 4.119 -0.048 0.205
H -3.684 4.897 -1.522 0.202
H -3.837 3.163 -1.356 0.194
H -2.555 4.617 -3.735 0.201
H -4.156 3.875 -3.717 0.209
H -2.723 2.861 -3.603 0.199